Entry 1:
{
  "formula": "C20H27N3O5S",
  "method": "ωB97M-V/def2-TZVPD",
  "molar_mass_g_mol": 421.5,
  "lumo_ev": -0.1,
  "smiles": "O=C(COC(=O)CC/N=C1\\NS(=O)(=O)c2ccccc21)NC1CCCCCCC1",
  "spin_multiplicity": 1,
  "relative_energy_kj_mol": 252.10,
  "orbital_gap_ev": 9.3,
  "symbols": ["O", "C", "C", "O", "C", "O", "C", "C", "N", "C", "N", "S", "O", "O", "C", "C", "C", "C", "C", "C", "N", "C", "C", "C", "C", "C", "C", "C", "C", "H", "H", "H", "H", "H", "H", "H", "H", "H", "H", "H", "H", "H", "H", "H", "H", "H", "H", "H", "H", "H", "H", "H", "H", "H", "H", "H"],
  "coordinates": [[-0.6102, -1.8764, -3.7306], [0.1594, -1.2237, -3.0584], [1.2323, -0.3266, -3.7053], [0.6992, 0.9997, -3.7635], [1.4024, 2.0025, -3.2685], [2.5003, 1.8914, -2.7704], [0.6602, 3.3127, -3.4188], [0.9222, 4.2591, -2.2395], [0.2232, 3.8168, -1.0608], [0.7539, 3.0688, -0.1911], [2.0399, 2.5616, -0.1324], [2.1615, 1.2791, 0.9446], [3.3378, 1.3881, 1.7413], [1.9698, 0.0477, 0.2213], [0.6582, 1.7193, 1.7833], [0.1240, 1.2305, 2.9532], [-1.1301, 1.6899, 3.3348], [-1.8126, 2.6102, 2.5502], [-1.2572, 3.1056, 1.3812], [-0.0022, 2.6518, 0.9992], [0.1352, -1.1502, -1.7222], [-0.8455, -1.8717, -0.9249], [-1.2942, -0.9237, 0.1928], [-2.2367, -1.5111, 1.2466], [-1.5570, -2.0908, 2.4947], [-1.1394, -3.5620, 2.4049], [0.3007, -3.8207, 1.9532], [0.7492, -3.1274, 0.6636], [-0.2737, -3.2225, -0.4740], [2.1646, -0.3264, -3.1331], [1.4059, -0.6590, -4.7318], [-0.4052, 3.1069, -3.5155], [1.0118, 3.7830, -4.3402], [0.5089, 5.2417, -2.4826], [2.0045, 4.3559, -2.0855], [2.5812, 2.5118, -0.9903], [0.6719, 0.5172, 3.5486], [-1.5776, 1.3228, 4.2454], [-2.7895, 2.9489, 2.8604], [-1.7673, 3.8286, 0.7661], [0.8780, -0.6946, -1.2039], [-1.6872, -2.0751, -1.5977], [-0.4103, -0.5204, 0.6881], [-1.7928, -0.0805, -0.2935], [-2.8777, -2.2671, 0.7903], [-2.8882, -0.7001, 1.5823], [-0.6916, -1.4792, 2.7531], [-2.2710, -2.0017, 3.3176], [-1.8392, -4.0902, 1.7554], [-1.2411, -4.0122, 3.3962], [0.9798, -3.5162, 2.7534], [0.4115, -4.9016, 1.8305], [0.9823, -2.0839, 0.8665], [1.6875, -3.5912, 0.3536], [-1.1000, -3.8674, -0.1819], [0.1802, -3.6776, -1.3563]]
}

---

Entry 2:
{
  "formula": "C20H27N5PdS2",
  "method": "ωB97M-V/def2-TZVPD",
  "molar_mass_g_mol": 508.0,
  "lumo_ev": 4.4,
  "total_charge": -2,
  "spin_multiplicity": 1,
  "relative_energy_kj_mol": 0.00,
  "orbital_gap_ev": 4.3,
  "symbols": ["Pd", "S", "C", "C", "C", "C", "C", "C", "S", "H", "H", "H", "H", "C", "C", "C", "C", "N", "C", "N", "N", "N", "H", "H", "H", "H", "H", "H", "H", "H", "H", "H", "C", "N", "C", "C", "C", "C", "C", "C", "C", "C", "H", "H", "H", "H", "H", "H", "H", "H", "H", "H", "H", "H", "H"],
  "coordinates": [[1.2372, 0.6392, 0.4776], [-1.1669, -1.6180, -2.4994], [0.4818, -2.0510, -2.2151], [0.8730, -3.4325, -2.1895], [2.1883, -3.8931, -2.0790], [3.2088, -2.9551, -2.1008], [2.8760, -1.6004, -2.0865], [1.5648, -1.1056, -2.0382], [1.2815, 0.6304, -1.8396], [0.0697, -4.1425, -2.2573], [2.4224, -4.9419, -2.1082], [4.2372, -3.2148, -2.1308], [3.6417, -0.8357, -1.9192], [-2.0736, 4.3212, -3.7536], [-1.7224, 2.9207, -3.1866], [-2.8204, 1.8916, -3.2897], [-1.1433, 3.0328, -1.7665], [-2.1344, 2.9985, -0.7232], [-2.4106, 2.0602, 0.1546], [-3.3914, 2.4577, 0.9152], [-3.7392, 3.6861, 0.4862], [-3.0046, 4.0369, -0.4952], [-2.5909, 4.2786, -4.7220], [-1.1780, 4.9100, -3.8005], [-2.8009, 4.8312, -3.0788], [-0.8430, 2.5502, -3.7548], [-3.6813, 2.1104, -2.6617], [-2.4291, 0.9094, -3.0365], [-3.1849, 1.8119, -4.2932], [-0.5763, 3.9329, -1.6584], [-0.5028, 2.1831, -1.5797], [-1.9494, 1.0957, 0.1830], [2.0115, -3.3328, 1.0331], [1.1271, -2.7180, 2.0363], [-0.1222, -2.1988, 1.3827], [1.9545, -1.5988, 2.6614], [1.1614, -0.5645, 3.3748], [0.6513, -0.7968, 4.6506], [-0.0687, 0.1743, 5.3207], [-0.1759, 1.4366, 4.7295], [0.3482, 1.6673, 3.4418], [0.9861, 0.6792, 2.6459], [1.5487, -4.2184, 0.6056], [2.9696, -3.6097, 1.4838], [2.0766, -2.6787, 0.1889], [0.9039, -3.3702, 2.7616], [0.1407, -1.2322, 0.9002], [-0.8552, -2.0422, 2.1781], [-0.4294, -3.0067, 0.7173], [2.4360, -1.1539, 1.8103], [2.6281, -2.0955, 3.3348], [0.8291, -1.7697, 5.1941], [-0.5058, -0.0015, 6.2767], [-0.6475, 2.2732, 5.2799], [0.2929, 2.6595, 3.0392]]
}

---

Entry 3:
{
  "formula": "C20H28BClF4InN2O2",
  "method": "ωB97M-V/def2-TZVPD",
  "molar_mass_g_mol": 565.5,
  "lumo_ev": [2.6, 2.8],
  "total_charge": -1,
  "spin_multiplicity": 1,
  "orbital_gap_ev": [3.3, 3.7],
  "symbols": ["In", "Cl", "N", "N", "C", "C", "C", "C", "C", "C", "H", "H", "H", "H", "H", "H", "C", "C", "C", "C", "H", "H", "H", "H", "H", "H", "O", "H", "H", "O", "H", "H", "C", "C", "C", "H", "H", "C", "C", "H", "C", "C", "C", "C", "H", "C", "H", "H", "H", "H", "H", "H", "H", "H", "F", "B", "F", "F", "F"],
  "coordinates": [[-0.3065, 0.0144, 0.1020], [-2.4075, 0.3616, 1.3052], [0.1229, 2.1204, -0.1505], [0.0257, -2.1322, 0.1138], [-0.8512, 2.8997, -0.5599], [-0.8350, -2.9684, -0.4492], [1.1228, 2.9226, 0.6115], [0.3666, 4.2291, 0.7887], [2.3506, 3.0335, -0.2759], [1.5230, 2.3232, 1.9370], [2.0334, 3.0788, -1.3229], [2.9976, 2.1593, -0.1288], [2.8939, 3.9448, -0.0065], [0.6915, 2.3859, 2.6330], [2.4108, 2.8182, 2.3772], [1.7704, 1.2708, 1.8461], [0.8289, -2.8795, 1.1302], [0.6352, -4.2952, 0.6429], [0.2707, -2.7784, 2.5245], [2.2676, -2.3658, 1.0917], [2.6225, -2.3933, 0.0582], [2.8899, -3.0290, 1.7051], [2.3553, -1.3508, 1.5001], [-0.8022, -3.0132, 2.5411], [0.4131, -1.7587, 2.8272], [0.8487, -3.3924, 3.2450], [-0.5995, -4.2344, -0.1805], [0.4372, -5.0231, 1.4457], [1.4682, -4.6024, 0.0058], [-0.7478, 4.1575, -0.1902], [0.9615, 5.1336, 0.5711], [-0.1130, 4.2985, 1.7689], [-2.0201, 2.4558, -1.3903], [-1.9392, -2.5762, -1.3751], [-1.6522, -1.3010, -2.1421], [-2.8404, -2.4198, -0.7480], [-2.0951, -3.4213, -2.0539], [-2.0651, -0.0654, -1.5919], [-1.7057, 1.1831, -2.1555], [-2.7040, -0.0716, -0.6740], [-1.0168, 1.1837, -3.3466], [-0.6638, -0.0421, -3.9697], [-0.5752, 2.4683, -3.9942], [-0.9586, -1.2772, -3.3350], [-0.1555, -0.0360, -4.9053], [-0.4528, -2.5470, -3.9627], [-0.0438, -2.3421, -4.9517], [-1.2509, -3.3008, -4.0670], [0.3504, -3.0011, -3.3558], [-1.3996, 3.1971, -4.0644], [-0.1986, 2.2737, -4.9984], [0.2413, 2.9475, -3.4249], [-2.2658, 3.2780, -2.0689], [-2.8460, 2.2597, -0.6869], [0.4990, -0.0869, 1.9530], [0.0146, 0.1447, 3.9317], [-0.4296, 1.3955, 4.0138], [-0.8784, -0.7904, 4.1700], [1.2669, -0.1423, 4.3335]]
}

---

Max |F| values, unit eV/Å, following the record order: 0.9, 1.8, 3.5.